Below is a structure of composition C18H38Be2ClN2O6 at a distorted geometry, with properties calculated with the ωB97M-V functional and the def2-TZVPD basis.

Geometry (Å):
H 4.942 -4.655 -5.264
H 4.795 -2.827 -4.810
H 2.830 -2.361 -0.190
N 3.299 -3.204 -2.670
H -3.929 3.769 0.528
H -3.010 5.338 2.263
Cl -0.146 1.388 -1.011
H -3.658 3.481 6.374
C -2.372 2.016 4.588
Be 0.022 4.472 -2.234
C -3.366 4.185 3.920
C -3.600 1.207 1.382
H 6.349 -2.537 -3.194
H 5.569 -0.973 -1.655
H -1.907 2.021 3.597
C -4.161 3.717 1.594
C 3.657 -1.862 -2.196
O -0.239 0.329 -2.006
H 3.060 -0.668 -0.497
H 1.687 -1.568 -1.262
C -3.722 2.743 4.403
C 4.208 -4.214 -3.245
H -1.850 2.291 5.497
H -4.162 4.888 4.175
H 5.372 -4.774 -1.435
H -4.206 0.295 1.381
O 1.023 2.192 -1.312
H 6.204 -5.010 -2.895
H 3.661 0.182 -2.720
C 3.564 -0.764 -3.245
H 2.602 -0.751 -3.766
H 4.271 -0.964 -4.048
O 2.049 -3.217 -3.179
H -4.999 4.415 1.687
H -2.438 0.919 4.636
H 7.015 -2.929 -1.686
H 2.655 -5.616 -3.865
H 3.249 -5.905 -2.206
C 2.734 -1.598 -0.961
H -6.641 2.923 1.428
H -2.456 4.587 4.366
C 4.464 -3.855 -4.702
H -5.235 3.627 5.836
H 5.170 -2.098 -0.497
O -0.019 0.735 0.245
H -3.281 1.414 0.365
C 6.065 -2.950 -2.218
C 5.473 -4.345 -2.436
Be -2.001 -0.958 -3.484
C 5.076 -1.946 -1.575
H -6.417 1.102 1.768
O -1.330 2.208 -1.109
C 3.532 -5.630 -3.215
H -2.786 0.880 2.026
C -3.052 4.257 2.428
H -4.645 2.006 6.301
H 3.495 -3.825 -5.222
H 4.258 -6.237 -3.749
N -4.609 2.161 3.433
H -2.050 3.835 2.323
C -6.000 2.044 1.418
O -5.115 0.990 3.869
C -4.396 2.931 5.786
H 2.006 -2.523 -3.864
C -4.590 2.290 1.991
H -5.889 1.895 0.340
H -6.077 1.027 3.676

For the energy, the calculation gives -1757.4520 Eh. The total charge is +3. As for the gap between HOMO and LUMO: 0.0661 Eh. The HOMO energy is -14.97 eV. For the energy relative to the best compared isomer or geometry (same formula, charge and spin), the calculation gives 47.7 kcal/mol.

---

Below is a structure of composition C18H38BeFN2O2 at a distorted geometry, with properties calculated with the ωB97M-V functional and the def2-TZVPD basis.

Geometry (Å):
H 5.022 3.066 -0.403
C -0.683 -2.392 0.342
C 4.481 1.662 1.976
H -3.992 0.803 -1.170
C -2.460 -1.801 -1.265
H 4.359 -0.552 -1.855
Be 1.208 2.441 2.692
H -2.550 -4.267 -0.073
H 3.759 1.093 2.561
H 3.172 3.594 -0.157
H -0.067 -1.493 0.375
H 3.584 -1.769 -1.065
H 2.288 3.431 -2.286
C -4.305 -0.168 -0.784
H -3.572 1.719 0.732
H 3.539 2.293 -2.453
H -0.011 1.434 -1.797
H 0.217 0.697 -0.133
H -1.430 -0.709 2.419
H 6.225 1.884 -0.092
H -4.574 -2.134 -1.466
H 5.190 -0.538 0.325
H 5.201 1.498 -1.421
C 4.083 1.360 0.516
H -2.982 -3.751 1.497
H -5.392 -0.143 -0.852
H 0.208 2.442 -0.475
C 2.041 1.445 -1.050
H 1.551 -0.717 -0.731
C 4.157 -0.192 0.287
C -3.985 -0.361 0.810
H -6.017 -0.662 1.224
H 5.449 1.189 2.145
O 2.626 3.191 0.522
H -5.325 -2.001 0.819
H -0.434 -2.902 -0.589
F 0.259 0.099 2.520
H 3.405 -0.633 0.940
H 2.077 2.040 -3.221
H -1.735 -1.036 -1.546
C 2.469 2.357 -2.255
C -2.293 -2.073 0.151
C -4.090 1.056 1.425
O -2.295 -1.120 2.346
H -0.391 -3.097 1.121
C 3.620 -0.680 -1.064
C -3.049 -3.452 0.451
N 2.731 1.843 0.250
H -3.483 1.048 2.329
H -4.069 -3.583 0.089
C 2.205 -0.093 -1.340
C -3.933 -1.274 -1.656
H 2.042 -0.348 -2.387
H -3.830 -1.027 -2.713
C 5.201 1.992 -0.449
H 4.430 2.716 2.248
H -5.036 -1.444 2.505
H -2.447 -2.652 -1.946
H -5.146 1.316 1.502
C 0.519 1.465 -0.846
C -5.072 -1.153 1.455
N -2.669 -0.957 0.967

For the energy, the calculation gives -1082.6381 Eh. The total charge is +1. As for the gap between HOMO and LUMO: 0.0989 Eh. The HOMO energy is -10.76 eV. For the energy relative to the best compared isomer or geometry (same formula, charge and spin), the calculation gives 37.8 kcal/mol.

---

Below is a structure of composition C18H38HgOP2 at a distorted geometry, with properties calculated with the ωB97M-V functional and the def2-TZVPD basis.

Geometry (Å):
H 3.073 -2.538 2.406
O 1.778 1.733 2.644
H 2.080 3.472 -0.269
H 1.549 2.479 1.146
H -2.867 -3.089 -1.648
H 0.459 1.065 5.624
C -2.641 -2.121 -1.201
C -1.825 1.302 -0.746
P 0.566 1.670 -0.877
H -1.936 1.356 -2.918
H -0.774 -0.323 -2.355
H 0.080 0.657 3.166
C 1.882 2.451 0.081
H 0.424 -0.935 -3.508
H 1.966 1.881 5.222
C -1.438 -2.062 -0.455
H -2.831 0.358 0.933
H 2.435 -3.122 -1.847
H 2.531 -1.841 -0.604
C -3.524 0.043 -2.183
C -3.709 -1.146 -1.175
C 0.718 1.490 3.526
H 0.025 -0.611 0.379
H -0.973 2.576 4.307
H 0.305 -3.374 -3.602
H -0.154 -4.459 -2.235
C 1.285 0.382 -1.999
H -1.863 2.391 -0.566
H -3.488 -0.385 -3.198
H -4.471 0.619 -2.152
H 1.339 3.200 -2.595
H -1.258 -3.006 0.106
H 0.083 3.937 -1.558
H -0.404 2.837 -2.877
H 1.688 0.913 -2.874
Hg 2.727 0.022 1.620
H -1.298 1.075 1.299
C 1.262 1.117 4.889
H 1.865 -3.445 -0.177
C 0.273 -0.677 -2.450
H 2.796 1.836 -0.007
H -1.092 -1.279 1.536
H -3.842 -0.729 -0.173
H -0.635 2.891 2.562
H 4.401 -1.979 1.304
C 3.781 -1.724 2.173
C -2.316 0.890 -1.987
C -0.186 2.713 3.552
C 1.937 -2.688 -0.968
H 1.788 0.160 4.900
H -4.659 -1.653 -1.411
C -1.819 0.479 0.528
C -1.058 -0.862 0.506
C 0.361 3.030 -2.112
H 0.397 3.609 3.805
H 4.422 -1.526 3.049
C -0.292 -3.460 -2.679
H -1.358 -3.318 -2.919
H 2.134 -0.060 -1.458
P 0.298 -2.219 -1.483

For the energy, the calculation gives -1619.6881 Eh. The total charge is 0. As for the gap between HOMO and LUMO (alpha / beta): 0.1783 / 0.1784 Eh. The HOMO energy (alpha / beta) is -5.29 / -5.29 eV.

---

Below is a structure of composition C18H38N7O2PS8SbYb at a distorted geometry, with properties calculated with the ωB97M-V functional and the def2-TZVPD basis.

Geometry (Å):
H 1.039 -2.322 1.501
S 2.963 1.585 -2.232
C -1.299 -3.076 3.051
H -3.228 2.499 0.354
S 2.313 4.152 3.410
N -3.318 1.638 -0.166
H 1.976 -1.099 -1.418
H -2.707 2.948 -2.895
H -2.127 -0.214 5.917
H 2.669 -2.279 2.179
C -1.556 -0.336 3.840
H 5.886 -2.848 -0.221
H 1.030 1.099 -5.712
H -1.179 -5.147 2.362
H -2.392 1.491 -0.550
Sb 0.644 4.394 1.890
H -0.820 -3.949 1.105
S -0.611 3.871 -2.100
H -2.280 4.519 -3.683
C -4.221 -1.792 2.508
H -2.217 0.483 3.554
S -0.700 6.223 2.161
N 7.242 -0.327 -1.050
H -1.595 4.290 0.005
H -1.453 3.012 -4.186
H -3.003 -2.024 0.723
H 2.877 -0.687 -4.204
H -3.218 -0.371 1.230
H -1.321 -1.729 5.509
H 0.075 1.547 -3.145
C -1.452 -4.160 1.976
C -2.033 -0.983 5.143
N 0.875 -1.328 -3.908
H -4.354 -1.075 3.325
C 1.907 -0.639 -4.697
H -5.110 1.924 -0.956
P -1.350 -1.373 2.309
H -2.488 -4.217 1.622
C 0.106 -0.443 -3.216
N -4.171 1.918 -1.322
H -3.007 -1.472 5.042
C 1.388 0.809 -4.723
C 3.956 1.331 -0.868
N 0.279 0.775 -3.765
H 2.161 1.506 -4.408
H 4.845 -4.041 0.578
H 4.726 -3.800 -1.179
H -0.588 0.135 4.002
H 1.980 -3.832 1.612
C -3.054 -1.381 1.607
C -1.738 4.700 -0.990
C 2.034 -2.756 1.422
S -0.858 -0.798 -1.902
S -0.691 2.375 1.798
H -4.124 1.075 -1.878
H -2.768 4.540 -1.321
H -4.081 -2.785 2.949
H 1.990 -1.068 -5.694
O -0.437 2.406 -1.598
C 4.692 0.001 -0.782
N 3.928 -2.264 0.021
H -2.057 -3.197 3.826
C 2.336 -1.020 -0.400
H -5.157 -1.816 1.938
C -1.907 3.545 -3.344
S 3.990 2.317 0.474
Yb 1.073 1.833 0.038
H -0.323 -3.172 3.539
C 3.856 -0.994 -0.438
H 1.077 -2.201 -3.452
C 6.105 -0.155 -0.918
O 1.641 -0.136 0.341
S 1.404 4.410 -0.421
H -1.464 5.754 -0.963
C 4.895 -3.299 -0.217
N 2.501 -2.501 0.062

The spin multiplicity is 2. For the energy, the calculation gives -6168.3716 Eh. The total charge is -2. As for the gap between HOMO and LUMO: 0.2225 Eh. The HOMO energy is -2.09 eV. For the energy relative to the best compared isomer or geometry (same formula, charge and spin), the calculation gives 86.3 kcal/mol.

---

Below is a structure of composition C18H38OP2Re at a distorted geometry, with properties calculated with the ωB97M-V functional and the def2-TZVPD basis.

Geometry (Å):
H -0.354 -3.203 4.409
C -1.601 3.407 -1.446
C 0.413 4.595 0.093
C 0.957 2.192 -3.336
H -1.562 4.412 -1.884
C 0.139 -3.234 3.428
C 2.965 0.421 -2.561
H 1.751 2.305 -4.089
H 0.966 -1.668 -3.745
C -0.417 0.813 1.765
C -1.490 0.475 0.841
H 3.348 1.161 -1.845
H -1.011 -1.099 -2.232
C 0.870 -0.627 -4.089
H 1.480 4.650 0.352
H -2.478 0.848 1.139
C -1.886 -0.767 3.519
H -0.195 4.675 1.005
H -1.185 -0.859 4.362
C 1.018 0.914 1.406
H 1.452 -2.377 0.768
P 0.047 3.013 -0.730
C 1.583 -0.212 0.515
O -1.567 -3.076 1.710
H -0.032 -4.461 1.687
H -1.901 2.687 -2.221
H 2.139 3.303 -1.878
H -2.332 0.231 3.531
H 3.373 0.631 -3.558
H 1.733 0.151 -0.513
C -1.217 -1.100 -1.149
H 0.833 4.257 -2.637
C -1.649 -5.063 2.955
H -0.215 -2.950 -0.726
H 1.642 -0.431 -4.846
H 1.618 0.945 2.331
H -0.126 -0.481 -4.527
H 0.382 -2.177 3.090
P 1.129 0.470 -2.657
H -1.946 0.959 -1.208
C 0.831 -1.521 0.462
Re -0.898 -1.262 1.790
H -2.670 -1.528 3.657
H 2.607 -0.428 0.865
H 0.158 5.417 -0.595
C 1.102 3.264 -2.248
H -2.377 -4.628 3.649
H 3.271 -0.586 -2.249
C -0.217 -1.903 -0.424
H -2.197 -5.512 2.120
H 1.097 -3.766 3.524
H -0.019 2.264 -3.839
C -0.712 -3.979 2.410
H -0.753 1.450 2.591
H -0.206 0.738 -0.826
H -1.094 -5.850 3.474
H -2.231 -1.523 -1.027
H 1.207 1.883 0.905
H -2.337 3.399 -0.632
C -1.235 0.342 -0.636

The spin multiplicity is 4. For the energy, the calculation gives -1544.0475 Eh. The total charge is +2. As for the gap between HOMO and LUMO (alpha / beta): 0.2326 / 0.1768 Eh. The HOMO energy (alpha / beta) is -14.58 / -14.28 eV. For the energy relative to the best compared isomer or geometry (same formula, charge and spin), the calculation gives 19.3 kcal/mol.

---

Below is a cluster of 5 separate species, C18H39BFI2N4O11 in total at a distorted geometry, with properties calculated with the ωB97M-V functional and the def2-TZVPD basis.

Geometry (Å):
C 3.165 1.618 0.599
H 3.313 2.710 0.787
C 3.355 -2.654 0.355
C 4.105 -1.305 0.090
C -0.283 4.157 -0.739
H -3.872 -0.241 -0.029
C -0.084 -0.823 -0.360
F -1.578 -1.220 2.295
I -2.575 4.287 -2.790
C 2.146 -2.909 -0.639
N 1.520 4.061 2.706
C -6.526 2.410 -1.060
I -1.353 1.666 -4.331
C -0.524 3.770 -2.234
H -2.478 0.553 1.999
H -0.100 5.262 -0.714
H -3.996 -0.963 -5.531
O -1.407 1.229 -0.498
H 0.116 4.444 -2.851
H 0.955 2.300 -2.948
O 4.030 -0.540 1.310
O 4.232 -4.939 3.006
H 5.670 -3.276 5.037
H 5.563 -2.972 3.277
O -0.035 -0.220 -1.654
H -0.404 3.217 2.668
H 3.709 -0.732 -0.778
N -3.728 -2.952 -4.955
H -3.146 -1.202 -3.968
H 5.224 0.804 0.258
H 2.241 1.259 1.104
O 1.040 5.082 2.267
H 2.416 -3.816 -1.228
C 4.429 0.814 1.045
N 4.165 -4.336 4.052
H 0.948 -3.067 1.256
H -4.914 -1.456 -4.077
O -7.328 0.951 0.543
C -0.105 2.277 -2.606
C -0.400 -2.345 -0.334
H -0.662 -2.663 -1.367
O 3.470 -4.638 4.997
H -7.096 3.112 -0.459
H 4.066 -3.506 0.243
H 0.963 -0.638 0.007
H -1.256 -2.625 0.313
C 5.002 -3.117 4.194
H 2.044 -2.084 -1.381
H 0.602 -4.293 0.029
H 2.972 1.511 -0.492
C -3.968 -1.529 -4.603
H 4.332 -2.280 4.374
O 2.692 3.889 2.965
O -4.569 -3.763 -4.624
O -2.707 -3.207 -5.552
C -3.394 -0.915 0.705
H 4.867 1.260 1.966
B -0.228 1.213 -1.388
C -1.037 0.209 0.416
H -6.922 2.356 -2.071
O -6.076 0.155 -1.018
H 0.657 2.671 4.003
H -5.469 2.675 -1.063
C 0.602 2.918 2.945
H 0.610 3.688 -0.285
H -1.213 4.008 -0.150
H 5.190 -1.532 -0.084
H 0.943 2.090 2.329
C 0.822 -3.203 0.154
C -2.140 -0.307 1.382
H 0.727 1.482 -0.663
H -0.336 0.745 1.115
H 3.035 -2.648 1.419
N -6.654 1.059 -0.459
H -3.227 -1.916 0.255
H -4.149 -1.077 1.518

For the energy, the calculation gives -2475.6961 Eh. The total charge is -1. As for the gap between HOMO and LUMO: 0.2716 Eh. The HOMO energy is -5.36 eV.